# 1
Density functional theory data (ωB97M-V/def2-TZVPD) for C33H34BrO4PRhS2 as an isolated structure.

Summary:
Energy above the lowest of the compared OMol25 structures with the same formula, charge and spin (kcal/mol): 0.00
2S+1: 2
⟨S²⟩: 0.756
Kohn-Sham gap (spin up / spin down) (eV): 7.17 / 6.84

Last column: Mulliken spin population.
Geometry (Å):
Rh1 -0.39 -1.39 0.50  0.761
O1 -0.42 -5.36 -0.41  0.001
S1 -0.14 -4.17 0.32  0.003
O2 -1.31 -3.46 0.90  0.047
O3 0.65 -3.13 -0.41  -0.004
C1 0.82 -4.60 1.75  -0.006
C2 0.90 -5.93 2.12  -0.001
C3 1.51 -6.29 3.31  0.002
C4 2.03 -5.30 4.14  0.000
C5 1.95 -3.97 3.77  0.004
C6 1.37 -3.60 2.56  -0.005
P1 1.36 -1.86 2.01  0.088
C7 1.50 -0.89 3.54  0.005
C8 2.64 -0.18 3.90  0.005
C9 2.66 0.54 5.08  -0.002
C10 1.54 0.56 5.91  0.005
C11 0.40 -0.15 5.55  -0.001
C12 0.38 -0.87 4.37  0.019
C13 2.93 -1.69 1.13  -0.015
C14 4.11 -2.22 1.66  0.005
C15 5.31 -2.07 0.98  0.000
C16 5.33 -1.42 -0.24  0.001
C17 4.16 -0.91 -0.79  -0.001
C18 2.96 -1.05 -0.11  0.016
H1 0.46 -6.68 1.46  0.000
H2 1.57 -7.33 3.60  0.000
H3 2.49 -5.57 5.08  0.000
H4 2.36 -3.20 4.42  0.000
H5 3.51 -0.18 3.25  0.000
H6 3.54 1.10 5.35  0.000
H7 1.56 1.13 6.83  0.000
H8 -0.47 -0.14 6.19  0.000
H9 -0.51 -1.42 4.09  0.005
H10 4.10 -2.75 2.61  0.000
H11 6.22 -2.48 1.40  0.000
H12 6.27 -1.31 -0.78  0.000
H13 4.17 -0.42 -1.75  0.000
H14 2.05 -0.67 -0.54  -0.010
C19 -1.28 6.08 -1.83  0.000
C20 -2.06 4.98 -2.55  0.000
C21 -3.55 5.14 -2.20  0.000
C22 -1.87 5.17 -4.06  0.000
C23 -1.59 3.59 -2.14  -0.001
C24 -0.63 3.37 -1.17  -0.001
C25 -0.25 2.07 -0.85  -0.009
Br1 1.14 1.90 0.44  -0.001
C26 -0.80 0.94 -1.45  -0.011
O4 -0.38 -0.28 -1.16  0.098
C27 -1.81 1.15 -2.42  0.004
C28 -2.15 2.46 -2.74  0.002
C29 -2.55 0.03 -3.18  -0.005
C30 -2.18 0.12 -4.67  0.000
C31 -4.07 0.24 -3.02  -0.001
C32 -2.27 -1.40 -2.72  0.014
H15 -1.62 7.06 -2.18  0.000
H16 -0.21 6.01 -2.02  0.000
H17 -1.43 6.05 -0.75  0.000
H18 -3.90 6.13 -2.49  0.000
H19 -3.71 5.01 -1.13  0.000
H20 -4.16 4.40 -2.73  0.000
H21 -2.20 6.17 -4.36  0.000
H22 -2.44 4.44 -4.63  0.000
H23 -0.82 5.06 -4.33  0.000
H24 -0.15 4.19 -0.66  -0.002
H25 -2.90 2.61 -3.50  0.000
H26 -2.44 1.09 -5.10  0.000
H27 -2.71 -0.65 -5.23  0.000
H28 -1.11 -0.04 -4.80  0.000
H29 -4.42 1.19 -3.42  0.000
H30 -4.35 0.20 -1.96  0.000
H31 -4.61 -0.56 -3.54  0.000
H32 -1.23 -1.69 -2.86  0.001
H33 -2.89 -2.08 -3.31  -0.001
H34 -2.53 -1.55 -1.67  -0.008
S2 -2.11 0.89 2.19  -0.021
C33 -1.32 -0.16 1.42  0.018



# 2
Density functional theory data (ωB97M-V/def2-TZVPD) for C33H34Cl63NO3 as an isolated structure at a distorted geometry.

Summary:
2S+1: 1
Kohn-Sham gap (eV): 8.18

Last column: Löwdin charge in e.
Geometry (Å):
C1 -2.70 -5.53 3.70  -0.118
C2 -1.71 -5.88 2.51  -0.200
C3 -1.24 -4.51 1.82  -0.234
O1 -2.24 -4.00 0.93  -0.162
C4 -1.69 -3.10 -0.04  -0.202
C5 -0.56 -2.17 0.61  -0.130
C6 -1.02 -1.08 1.53  -0.037
C7 0.00 -0.18 2.17  0.012
C8 1.44 -0.46 1.87  -0.068
C9 1.94 -1.57 0.97  -0.039
C10 0.92 -2.46 0.29  0.052
C11 3.54 -1.54 0.96  -0.318
O2 4.37 -1.96 0.19  0.060
N1 3.84 -0.85 2.26  -0.176
C12 2.74 0.27 2.34  -0.389
O3 2.90 1.42 2.64  0.031
H1 -3.79 -5.54 3.43  0.065
H2 -2.55 -6.28 4.54  0.071
H3 -2.41 -4.52 4.15  0.073
H4 -0.79 -6.35 3.00  0.111
H5 -2.11 -6.63 1.77  0.104
H6 -1.02 -3.81 2.69  0.124
H7 -0.26 -4.77 1.28  0.124
H8 -2.49 -2.39 -0.42  0.138
H9 -1.33 -3.64 -0.99  0.008
H10 -2.13 -0.97 1.72  0.022
H11 -0.27 0.67 2.84  0.021
H12 1.26 -3.28 -0.40  0.033
H13 3.49 -1.48 3.01  0.136
C13 -0.60 -3.93 -4.54  -1.517
Cl1 0.47 -3.01 -5.62  0.539
Cl2 -0.29 -5.66 -4.69  0.502
Cl3 -0.38 -3.39 -2.86  0.582
H14 -1.63 -3.73 -4.85  -0.121
C14 3.07 0.13 -2.45  -1.534
Cl4 2.27 -1.12 -3.41  0.485
Cl5 3.97 1.23 -3.49  0.529
Cl6 1.89 1.02 -1.48  0.558
H15 3.77 -0.36 -1.78  -0.011
C15 -0.60 4.04 3.49  -1.536
Cl7 -1.03 2.55 4.32  0.561
Cl8 -0.37 3.74 1.76  0.523
Cl9 -1.83 5.28 3.75  0.565
H16 0.34 4.40 3.90  -0.082
C16 -3.62 6.70 0.82  -1.530
Cl10 -4.39 5.39 -0.08  0.534
Cl11 -2.77 7.80 -0.28  0.495
Cl12 -4.81 7.59 1.78  0.504
H17 -2.89 6.27 1.49  -0.054
C17 -5.08 -3.79 -5.81  -1.462
Cl13 -4.81 -4.67 -7.31  0.496
Cl14 -6.60 -4.32 -5.06  0.529
Cl15 -3.70 -3.98 -4.71  0.589
H18 -5.17 -2.73 -6.04  0.021
C18 -5.61 -6.30 -0.28  -1.540
Cl16 -7.00 -5.27 0.05  0.506
Cl17 -5.54 -7.64 0.86  0.519
Cl18 -5.67 -6.91 -1.94  0.519
H19 -4.70 -5.71 -0.17  0.005
C19 2.86 6.93 3.96  -1.494
Cl19 2.08 5.63 3.07  0.555
Cl20 3.73 8.01 2.85  0.516
Cl21 1.68 7.84 4.91  0.542
H20 3.58 6.50 4.65  0.017
C20 3.66 -4.97 -1.27  -1.515
Cl22 2.00 -5.37 -1.67  0.546
Cl23 4.75 -6.32 -1.63  0.536
Cl24 4.16 -3.52 -2.14  0.531
H21 3.72 -4.76 -0.20  0.016
C21 1.81 -8.47 -6.47  -1.530
Cl25 0.72 -8.71 -5.10  0.491
Cl26 0.95 -7.77 -7.85  0.547
Cl27 3.18 -7.45 -6.01  0.539
H22 2.20 -9.44 -6.77  -0.025
C22 -2.69 -8.05 -7.25  -1.519
Cl28 -2.70 -7.72 -8.99  0.523
Cl29 -3.22 -6.62 -6.35  0.452
Cl30 -3.72 -9.44 -6.87  0.528
H23 -1.68 -8.29 -6.95  -0.053
C23 -3.19 11.19 2.65  -1.526
Cl31 -2.71 9.60 3.25  0.501
Cl32 -2.22 12.46 3.42  0.519
Cl33 -3.04 11.27 0.90  0.512
H24 -4.23 11.35 2.91  0.019
C24 6.42 1.17 4.25  -1.467
Cl34 7.62 -0.09 4.62  0.492
Cl35 7.18 2.52 3.39  0.500
Cl36 5.08 0.49 3.29  0.780
H25 6.02 1.54 5.19  0.011
C25 7.41 -2.75 -4.55  -1.528
Cl37 7.01 -4.27 -3.74  0.502
Cl38 7.65 -3.01 -6.28  0.524
Cl39 6.14 -1.54 -4.28  0.504
H26 8.33 -2.37 -4.13  0.016
C26 6.58 10.33 4.33  -1.549
Cl40 5.91 8.95 5.21  0.500
Cl41 5.48 11.71 4.42  0.521
Cl42 8.18 10.76 4.96  0.526
H27 6.69 10.05 3.29  0.013
C27 11.37 -0.84 6.70  -1.547
Cl43 10.56 -2.12 5.79  0.507
Cl44 12.25 0.24 5.61  0.518
Cl45 10.21 0.07 7.67  0.510
H28 12.09 -1.30 7.37  0.012
C28 0.97 -13.07 -5.55  -1.531
Cl46 -0.55 -12.17 -5.64  0.514
Cl47 2.35 -11.96 -5.44  0.533
Cl48 0.96 -14.17 -4.17  0.529
H29 1.08 -13.65 -6.46  0.015
C29 -0.73 16.32 3.59  -1.558
Cl49 -1.78 16.12 5.00  0.508
Cl50 -1.66 16.92 2.21  0.517
Cl51 0.61 17.40 3.96  0.519
H30 -0.32 15.34 3.33  0.003
C30 -9.11 -1.67 -3.17  -1.548
Cl52 -8.49 -3.12 -2.37  0.485
Cl53 -10.46 -0.98 -2.25  0.525
Cl54 -7.83 -0.48 -3.38  0.512
H31 -9.48 -1.96 -4.15  0.014
C31 1.19 8.10 -0.44  -1.518
Cl55 0.76 6.62 0.42  0.477
Cl56 1.39 7.79 -2.16  0.534
Cl57 -0.05 9.34 -0.17  0.488
H32 2.13 8.47 -0.04  0.002
C32 -4.87 -0.76 4.17  -1.516
Cl58 -5.79 0.72 3.86  0.534
Cl59 -5.63 -2.15 3.39  0.534
Cl60 -3.19 -0.58 3.62  0.585
H33 -4.85 -0.93 5.24  0.017
C33 -7.84 5.94 -2.07  -1.556
Cl61 -8.61 4.63 -2.97  0.514
Cl62 -7.00 7.04 -3.18  0.515
Cl63 -9.03 6.83 -1.11  0.516
H34 -7.10 5.51 -1.40  -0.025



# 3
Density functional theory data (ωB97M-V/def2-TZVPD) for C33H34CrFIN9O4P as an isolated structure.

Summary:
Energy above the lowest of the compared OMol25 structures with the same formula, charge and spin (kcal/mol): 0.15
2S+1: 5
⟨S²⟩: 6.064
Kohn-Sham gap (spin up / spin down) (eV): 4.20 / 7.32

Last column: Mulliken spin population.
Geometry (Å):
Cr1 -0.32 -0.57 -0.55  3.272
C1 1.46 -0.83 3.34  0.109
C2 0.30 -0.93 4.18  0.192
C3 -0.93 -1.04 3.59  -0.099
C4 -1.08 -1.04 2.19  0.360
N1 0.07 -0.88 1.39  0.100
C5 1.28 -0.80 1.99  0.062
C6 -2.30 -1.21 1.46  -0.040
C7 -3.55 -1.49 2.06  0.157
C8 -4.68 -1.65 1.29  -0.070
C9 -4.61 -1.56 -0.10  0.166
C10 -3.38 -1.28 -0.70  -0.054
C11 -2.22 -1.08 0.04  -0.043
H1 2.46 -0.77 3.76  -0.011
H2 0.39 -0.93 5.25  0.026
H3 -1.82 -1.12 4.21  0.018
H4 2.11 -0.69 1.32  -0.065
H5 -3.63 -1.59 3.14  0.021
H6 -5.63 -1.87 1.77  -0.003
H7 -5.50 -1.71 -0.70  0.014
H8 -3.35 -1.24 -1.79  -0.001
I1 -3.57 2.59 -4.38  0.000
C12 -2.07 1.19 -4.12  -0.007
C13 -1.28 0.75 -5.17  0.009
C14 -0.29 -0.17 -4.91  -0.005
C15 -0.10 -0.61 -3.61  0.032
N2 -0.86 -0.19 -2.60  -0.079
C16 -1.83 0.69 -2.85  0.019
H9 -1.44 1.13 -6.18  0.000
H10 0.35 -0.54 -5.70  0.000
H11 0.69 -1.30 -3.36  -0.002
H12 -2.44 0.98 -2.01  -0.006
N3 1.53 -6.54 -1.28  0.004
C17 1.11 -5.25 -1.20  0.007
C18 -0.22 -4.93 -0.89  0.003
C19 -0.60 -3.61 -0.79  0.069
N4 0.24 -2.59 -0.99  -0.077
C20 1.52 -2.89 -1.28  0.010
C21 1.99 -4.18 -1.40  0.002
H13 0.88 -7.30 -1.18  0.000
H14 2.47 -6.75 -1.55  0.000
H15 -0.95 -5.71 -0.71  0.000
H16 -1.62 -3.35 -0.53  -0.019
H17 2.20 -2.06 -1.40  0.012
H18 3.03 -4.34 -1.62  0.000
C22 -0.26 4.62 1.11  0.000
N5 -1.11 4.46 -0.07  -0.002
C23 -2.50 4.42 0.36  -0.001
N6 -2.79 3.40 1.36  -0.002
C24 -1.89 3.59 2.50  -0.003
N7 -0.47 3.61 2.14  0.000
C25 -0.03 2.28 1.70  0.018
P1 -0.95 1.71 0.20  -0.096
C26 -0.74 3.25 -0.82  -0.002
C27 -2.66 2.05 0.81  0.007
H19 -0.49 5.60 1.55  0.000
H20 0.79 4.61 0.81  0.000
H21 -3.14 4.25 -0.51  0.001
H22 -2.75 5.39 0.79  0.000
H23 -2.07 2.80 3.23  0.005
H24 -2.14 4.55 2.96  0.000
H25 -0.17 1.56 2.50  0.001
H26 1.04 2.31 1.48  0.004
H27 -1.36 3.19 -1.72  -0.001
H28 0.29 3.32 -1.17  0.002
H29 -2.92 1.30 1.56  -0.006
H30 -3.37 1.92 -0.02  0.005
F1 4.42 1.61 3.10  0.001
C28 4.42 0.82 2.02  0.003
C29 4.13 1.30 0.81  0.000
N8 4.15 0.50 -0.32  0.002
C30 3.63 1.04 -1.56  -0.004
C31 2.10 0.93 -1.67  0.022
O1 1.53 1.65 -2.47  0.008
O2 1.58 0.06 -0.89  -0.047
C32 4.38 -0.85 -0.23  -0.002
O3 4.32 -1.60 -1.19  0.000
N9 4.70 -1.30 1.03  -0.001
C33 4.74 -0.59 2.23  0.009
O4 5.02 -1.11 3.28  -0.001
H31 3.87 2.33 0.66  -0.002
H32 4.06 0.48 -2.39  0.000
H33 3.92 2.08 -1.66  -0.001
H34 4.88 -2.30 1.10  -0.001